ORCA calculation (ωB97M-V/def2-TZVPD) on a 8-piece molecular cluster, C48H120N8O16 overall at a distorted geometry.

Properties
highest occupied orbital energy: -8.067 eV
charge: 0
ΔE to the lowest compared entry with this formula, charge and spin: 14.9 kcal per mole
HOMO-LUMO gap: 8.67 eV
SMILES string: COCCNCCOC.COCCNCCOC.COCCNCCOC.COCCNCCOC.COCCNCCOC.COCCNCCOC.COCCNCCOC.COCCNCCOC

Element x y z (Å)
O  -1.671  -3.931  -5.411
O  -1.429  -0.316  5.128
O  -3.483  1.747  -3.109
O  -4.625  1.358  7.399
O  3.862  0.757  2.801
O  2.829  5.685  0.903
O  -0.213  2.017  0.252
O  2.242  2.120  -5.810
O  6.394  -3.141  1.554
O  -5.259  2.177  2.748
O  0.627  -3.840  7.033
O  -1.639  -1.327  -0.898
O  1.521  -2.615  2.668
O  -3.102  -3.422  -10.290
O  0.860  -5.807  -0.502
O  -1.243  4.870  -4.315
N  -2.341  -2.149  -7.737
N  -4.078  3.343  5.203
N  -1.444  2.275  -5.547
N  0.817  5.707  -2.178
N  -0.181  -1.202  7.497
N  2.463  -3.658  0.046
N  6.289  -0.345  1.467
N  0.593  0.175  -1.839
C  -0.623  -1.949  -1.663
C  -4.778  3.496  2.815
C  -0.918  0.661  6.023
C  -4.873  4.078  4.205
C  -5.535  1.765  1.421
C  -0.902  1.968  1.485
C  -1.655  -1.637  0.458
C  6.335  -1.142  0.230
C  0.872  -1.789  8.291
C  -0.224  4.676  -2.174
C  -2.568  0.910  -3.785
C  0.977  2.644  -5.530
C  -3.169  -2.041  -10.074
C  -4.565  3.591  6.555
C  0.711  -1.227  -1.465
C  5.643  0.944  1.270
C  0.219  -0.016  6.755
C  -0.331  -6.298  -1.094
C  1.852  -5.473  -1.434
C  -4.309  -3.959  -10.795
C  -3.990  2.606  7.550
C  1.690  5.867  0.092
C  7.088  -4.363  1.826
C  -4.157  0.420  8.340
C  1.152  -4.818  6.191
C  0.817  -1.720  3.496
C  -0.154  1.608  -5.622
C  3.033  -4.716  -0.759
C  7.053  -2.439  0.504
C  1.558  -2.911  7.516
C  5.121  1.378  2.649
C  2.641  -2.106  1.979
C  -2.520  0.131  4.345
C  3.318  0.970  4.089
C  0.997  1.289  0.332
C  3.034  4.417  1.488
C  -2.534  1.351  -5.247
C  3.269  -3.201  1.150
C  -2.218  5.473  -5.148
C  1.949  5.388  -1.328
C  1.523  1.054  -1.101
C  -1.863  -4.350  -4.083
C  -1.462  5.068  -2.933
C  -1.126  -2.169  -6.937
C  -3.418  1.618  -1.711
C  -2.085  -1.637  -9.092
C  -1.351  -2.560  -5.499
C  2.704  1.181  -4.880
H  2.040  -2.464  6.627
H  -1.823  2.537  1.386
H  3.821  0.266  4.760
H  -5.981  2.599  0.871
H  -1.036  -4.136  -3.405
H  -0.949  -1.958  -2.700
H  3.596  -3.993  1.846
H  -2.411  0.509  -5.934
H  0.762  0.322  0.802
H  7.895  -4.179  2.535
H  0.939  -0.366  6.003
H  -4.391  4.646  6.781
H  -3.349  0.436  4.986
H  8.112  -2.281  0.726
H  -4.184  -5.032  -10.940
H  6.330  -4.975  2.317
H  -0.054  1.047  -6.557
H  1.463  -4.885  -2.270
H  3.752  0.961  -5.083
H  -2.822  -0.155  -3.677
H  -3.453  1.892  -5.479
H  2.609  1.533  -3.846
H  5.305  -1.207  -0.147
H  -5.935  4.128  4.482
H  0.689  0.730  7.399
H  1.484  -4.429  5.221
H  1.629  2.041  -1.554
H  -1.480  3.064  -4.905
H  -0.486  -2.970  -1.289
H  -4.610  1.433  0.944
H  6.357  1.662  0.860
H  -1.694  1.059  6.681
H  -0.023  0.928  -4.767
H  1.730  1.705  1.035
H  -4.287  2.365  5.005
H  -1.973  5.267  -6.187
H  4.776  0.992  0.596
H  1.442  6.925  0.020
H  -0.946  -6.797  -0.354
H  -5.146  -3.849  -10.102
H  1.519  -1.379  4.259
H  -2.037  -0.554  -8.965
H  3.445  2.002  4.436
H  1.017  -1.395  -0.427
H  -0.466  4.465  -1.131
H  3.172  3.663  0.705
H  2.450  -1.179  1.430
H  -6.275  0.967  1.421
H  3.655  -4.342  -1.576
H  -0.305  0.523  -1.505
H  -2.400  -1.034  0.984
H  3.395  -1.904  2.757
H  6.888  -0.574  -0.526
H  3.549  -5.476  -0.154
H  4.223  -2.866  0.744
H  2.332  -3.416  8.113
H  -2.311  4.452  -2.608
H  5.783  1.043  3.459
H  0.888  3.007  -4.494
H  -5.308  4.192  2.155
H  2.328  -6.395  -1.791
H  -2.805  -3.048  -7.751
H  -4.464  5.091  4.215
H  -4.131  -1.623  -9.751
H  -4.612  -0.550  8.137
H  0.344  -0.909  2.928
H  1.458  -1.700  -2.108
H  -0.312  2.329  2.333
H  -1.788  6.082  -2.676
H  -3.436  0.583  -1.350
H  -0.742  -1.150  -7.023
H  2.531  0.638  -1.026
H  1.045  5.921  -3.138
H  -4.380  0.751  9.356
H  2.177  4.314  -1.370
H  -2.812  -3.928  -3.733
H  -2.203  6.560  -5.036
H  -2.020  -5.430  -4.076
H  5.105  2.466  2.794
H  -0.411  -2.383  -4.957
H  -0.521  1.512  5.453
H  3.958  4.488  2.055
H  1.606  -1.077  8.663
H  -3.091  0.188  8.227
H  -1.131  -2.061  -9.429
H  -1.548  0.936  -3.376
H  1.538  -3.954  0.332
H  -4.253  2.115  -1.217
H  -2.208  0.998  3.747
H  5.740  -0.905  2.112
H  7.040  -3.051  -0.409
H  -3.196  5.050  -4.904
H  -0.848  -5.432  -1.523
H  -0.718  -1.857  6.953
H  -0.374  -2.882  -7.309
H  2.011  -5.363  6.604
H  -3.728  3.491  2.489
H  -2.903  2.556  7.412
H  -0.030  -2.235  3.945
H  -1.977  -2.663  0.682
H  -4.159  2.937  8.584
H  7.395  -4.860  0.906
H  0.456  -2.252  9.195
H  -0.715  -1.454  0.990
H  -2.108  -1.919  -5.028
H  -0.108  -6.960  -1.936
H  2.173  4.169  2.116
H  2.240  0.823  4.120
H  0.178  3.738  -2.584
H  -2.752  -0.633  3.606
H  -1.139  0.924  1.706
H  0.766  3.475  -6.202
H  -5.657  3.458  6.626
H  2.190  0.213  -4.918
H  -2.992  -1.492  -11.011
H  -4.499  -3.509  -11.773
H  0.388  -5.577  6.035
H  0.851  5.338  0.563
H  2.826  5.940  -1.669
H  -2.502  2.098  -1.340

Results of the Mulliken charge analysis, in e, for atoms 1 through 4:
1 O -0.492
2 O -0.205
3 O -0.554
4 O -0.314